P) Below is C31H29N7TeY as an isolated structure, with properties calculated with ωB97M-V/def2-TZVPD.

Element x y z (Å)
Y 0.2751 -0.3394 -0.5648
C 1.1568 0.4635 1.7903
C 0.9549 -0.9209 1.9412
C 1.8944 -1.5846 1.1222
C 2.6858 -0.6035 0.4874
C 2.2294 0.6657 0.8956
H 0.6315 1.2396 2.3231
H 0.2421 -1.4009 2.5950
H 2.0058 -2.6527 1.0026
H 3.5148 -0.8113 -0.1710
H 2.6478 1.6100 0.5789
N -1.5086 -4.4371 -1.7845
C -1.5660 -3.4009 -0.9480
N -0.4967 -2.6468 -1.1178
C 0.1811 -3.2906 -2.1166
N -0.4039 -4.3802 -2.5459
C 1.4122 -2.7305 -2.6798
C 2.2203 -3.4274 -3.5698
N 3.3056 -2.8785 -4.0953
C 3.5856 -1.6297 -3.7375
C 2.7926 -0.9316 -2.8402
N 1.7060 -1.4845 -2.3030
H -2.1659 -5.1924 -1.9025
H -2.3748 -3.2452 -0.2549
H 1.9732 -4.4424 -3.8542
H 4.4656 -1.1726 -4.1708
H 3.0389 0.0825 -2.5468
C 0.3145 3.2007 0.0956
N -0.3471 2.0486 -0.4971
C -1.4646 2.2772 -1.1122
C -2.0901 1.3008 -1.9215
C -3.2832 1.3659 -2.6445
C -3.3817 0.1661 -3.3473
C -2.2392 -0.5683 -3.0215
N -1.4447 0.1007 -2.1668
C 1.4301 3.7384 -0.7805
C 1.8262 3.1040 -1.9520
C 2.8805 3.6022 -2.7077
C 3.5510 4.7438 -2.2990
C 3.1532 5.3911 -1.1364
C 2.1006 4.8923 -0.3862
H 0.7450 2.9123 1.0545
H -0.4014 4.0049 0.2967
H -1.9453 3.2556 -1.0375
H -3.9792 2.1902 -2.6546
H -4.1653 -0.1334 -4.0233
H -1.9594 -1.5450 -3.3944
H 1.2758 2.2396 -2.3089
H 3.1664 3.1074 -3.6276
H 4.3690 5.1358 -2.8880
H 3.6622 6.2905 -0.8163
H 1.7960 5.4048 0.5196
C -2.3472 0.6097 2.8489
Te -2.5932 -0.5609 1.0785
C -2.3614 -2.2680 2.3594
C -2.2627 -1.7325 3.7677
C -2.1786 -2.6154 4.8434
C -2.0783 -2.1362 6.1368
C -2.0639 -0.7655 6.3677
C -2.1515 0.1146 5.3048
C -2.2498 -0.3617 3.9984
H -3.2076 1.2685 2.9481
H -1.4516 1.2186 2.7552
H -1.4582 -2.8144 2.0831
H -3.2215 -2.9266 2.2439
H -2.1951 -3.6833 4.6614
H -2.0157 -2.8287 6.9652
H -1.9898 -0.3846 7.3772
H -2.1474 1.1829 5.4843

Output
**Highest occupied orbital energy**: -10.4 eV
**Charge**: +1
**HOMO-LUMO gap**: 7.0 eV


Q) Below is C31H29N7TeY as an isolated structure, with properties calculated with ωB97M-V/def2-TZVPD.

Element x y z (Å)
Y 0.2658 -1.5370 0.1305
C -1.1233 -3.7418 -0.4126
C -0.3216 -3.4882 -1.5524
C 1.0239 -3.7081 -1.1833
C 1.0507 -4.0848 0.1737
C -0.2751 -4.1062 0.6484
H -2.2028 -3.6985 -0.3790
H -0.6805 -3.2064 -2.5320
H 1.8844 -3.6377 -1.8289
H 1.9325 -4.3527 0.7361
H -0.5880 -4.3882 1.6427
N -2.9206 -1.7345 3.5564
C -2.6840 -1.5199 2.2627
N -1.3811 -1.5312 2.0525
C -0.8648 -1.7785 3.2951
N -1.7701 -1.9031 4.2330
C 0.5794 -1.9233 3.5119
C 1.1407 -1.9648 4.7813
N 2.4514 -2.0583 4.9575
C 3.2018 -2.1086 3.8621
C 2.6471 -2.0809 2.5917
N 1.3328 -1.9945 2.4154
H -3.8024 -1.7893 4.0414
H -3.4569 -1.3858 1.5251
H 0.5101 -1.9147 5.6600
H 4.2736 -2.1723 3.9982
H 3.2667 -2.1218 1.7040
C 2.1172 -0.9635 -2.8427
N 1.8935 -0.6657 -1.4317
C 2.7606 0.0851 -0.8287
C 2.5106 0.6101 0.4703
C 3.3068 1.3966 1.3072
C 2.5220 1.7037 2.4195
C 1.2840 1.0931 2.2022
N 1.2603 0.4297 1.0334
C 1.2993 -0.0591 -3.7411
C 0.5757 -0.6012 -4.7965
C -0.1602 0.2156 -5.6441
C -0.1752 1.5883 -5.4477
C 0.5516 2.1391 -4.4008
C 1.2795 1.3194 -3.5497
H 1.8142 -1.9903 -3.0403
H 3.1800 -0.8806 -3.0964
H 3.6929 0.3501 -1.3325
H 4.3201 1.7135 1.1136
H 2.7986 2.3098 3.2664
H 0.4114 1.1191 2.8414
H 0.5835 -1.6733 -4.9583
H -0.7210 -0.2220 -6.4594
H -0.7452 2.2263 -6.1096
H 0.5555 3.2118 -4.2517
H 1.8447 1.7623 -2.7371
C -0.6844 2.3916 -0.9239
Te -1.5948 0.5492 -1.5447
C -3.1978 1.1248 -0.2254
C -2.9942 2.5944 0.0493
C -4.0014 3.3485 0.6467
C -3.7975 4.6873 0.9325
C -2.5818 5.2840 0.6217
C -1.5801 4.5404 0.0224
C -1.7798 3.1926 -0.2688
H -0.2962 2.8779 -1.8142
H 0.1318 2.1632 -0.2414
H -3.1298 0.5550 0.6970
H -4.1498 0.9140 -0.7079
H -4.9525 2.8852 0.8808
H -4.5871 5.2678 1.3902
H -2.4195 6.3313 0.8382
H -0.6351 5.0061 -0.2295

Output
**Highest occupied orbital energy**: -10.6 eV
**Charge**: +1
**HOMO-LUMO gap**: 7.5 eV


Relative energies, in hartree, with the most stable structure set to zero: P) 0.0045; Q) 0.0000.


P) Below is C4H9NOS in the gas phase, with properties calculated with ωB97M-V/def2-TZVPD.

Element x y z (Å)
C -2.5145 -1.5744 -1.2225
C 0.8974 -0.6898 0.2498
C 1.5718 0.6289 0.2211
C 1.1010 1.4503 1.4247
H -2.4941 -2.3131 -0.4112
H -2.2133 -2.1659 -2.1975
H -3.5155 -1.0965 -1.3112
H 1.5114 -1.4417 0.7877
H 2.6319 0.4478 0.3411
H 1.5305 2.4583 1.3683
H -0.0177 1.6152 1.3873
H 1.3977 0.9532 2.4057
H 0.4245 1.6414 -0.9973
N -0.2272 -1.1156 -0.2062
O 1.3719 1.3830 -0.9504
S -1.4558 -0.1811 -0.8894

Output
**Highest occupied orbital energy**: -8.5 eV
**HOMO-LUMO gap**: 9.4 eV


Q) Below is C4H9NOS in the gas phase, with properties calculated with ωB97M-V/def2-TZVPD.

Element x y z (Å)
C 0.5880 0.2709 -2.2864
N 1.0368 0.0077 -0.8834
C -0.2469 -0.0114 0.1169
C -0.0939 -0.9738 1.3169
S -1.7926 -1.3385 2.1725
C -0.5072 1.3429 0.6540
O -0.1376 2.3180 -0.0213
H 0.1251 1.3134 -2.4154
H 1.5722 0.3521 -2.9422
H 0.0719 -0.6386 -2.6405
H 1.7011 0.7448 -0.6000
H -1.0855 -0.4546 -0.6448
H 0.3957 -1.9723 1.1623
H 0.6936 -0.4813 1.9968
H -1.4605 -2.0018 3.4151
H -0.8602 1.5225 1.5995

Output
**Highest occupied orbital energy**: -9.3 eV
**HOMO-LUMO gap**: 9.7 eV


Relative energies, in hartree, with the most stable structure set to zero: P) 0.0000; Q) 0.0426.